[1]
The following is a quantum chemistry calculation of C17H31CdF6NO14S2 as an isolated structure, from the Open Molecules 2025 dataset.

XYZ file:
```
72
Properties=species:S:1:pos:R:3:forces:R:3
Cd -0.207573 0.104880 -0.348347 0.4622 0.2144 0.2438
C 0.759426 -2.172953 -4.456666 0.1982 -0.5221 0.7700
F 1.842666 -2.716552 -3.816256 -1.2110 0.6120 -0.5477
F 1.223654 -1.254695 -5.320637 -0.5271 -1.1928 0.1051
F 0.085644 -3.190382 -5.040807 0.8513 1.5898 0.2611
S -0.373206 -1.170878 -3.252667 0.8739 -0.7294 -0.8928
O 0.193456 0.138368 -3.331002 0.2474 0.3655 0.6321
O -1.702857 -1.362237 -3.691332 -0.9541 -0.4051 -0.4356
N -0.121491 -1.736585 -1.773091 -0.3297 0.2631 0.2040
S -0.701874 -3.171515 -1.299919 -0.3879 -2.8596 -1.2205
O -1.844673 -3.206377 -0.416589 0.3942 1.1393 -0.7332
O -0.686486 -4.203191 -2.351496 0.3884 2.2294 1.4397
C 0.646381 -3.528653 -0.105515 -1.6982 -0.8865 0.2629
F 1.802743 -3.814523 -0.680806 -0.2417 0.1758 0.6891
F 0.708530 -2.514390 0.760288 0.9199 0.2805 -0.0962
F 0.136411 -4.565153 0.606966 1.2710 0.0071 -0.4543
C 2.171418 -0.115171 2.196275 0.1727 1.0253 1.5993
C 0.757877 0.213884 2.639933 -0.3837 -1.6800 -0.7615
C 0.760254 1.095670 3.831161 0.8089 1.3013 0.1093
O 0.145683 0.855619 1.565350 -0.6766 0.4239 -0.4563
H 2.202082 -0.329113 1.173388 0.1203 -0.9033 -1.3651
H 2.691011 -0.803117 2.826058 0.2413 -0.9877 0.2699
H 2.758717 0.798536 2.309994 -0.0397 0.2532 -0.1434
H 0.137865 -0.700111 2.937718 0.8774 0.4961 -0.4511
H -0.115992 1.675515 3.822067 -1.5674 0.6560 0.0985
H 1.545679 1.854814 3.737267 0.1926 -0.1960 0.1650
H 0.820329 0.630574 4.791480 0.2917 -0.5937 0.5290
C -2.644486 -1.859024 3.364697 -0.0225 -0.3053 1.4764
C -2.390247 -1.255631 2.052084 0.5371 0.1149 -2.6173
O -3.624144 -1.269660 1.211684 0.1108 -0.5322 0.0492
C -3.489261 -0.767564 -0.013385 -1.2333 -1.1319 1.9354
O -2.483302 -0.250433 -0.408486 1.1520 0.8317 -1.2568
O -4.627857 -0.883635 -0.673399 0.3745 0.0290 -0.0353
C -4.536269 -0.558775 -2.065060 -2.5950 0.4710 -0.6632
H -1.806120 -1.641216 4.067410 -0.4388 -0.1816 -0.6573
H -2.829301 -2.942012 3.370722 0.1790 0.3200 -0.3096
H -3.511461 -1.384683 3.781752 -0.5873 0.1952 0.4730
H -1.601474 -1.859399 1.497223 -0.9242 1.1024 0.5341
H -2.194371 -0.175454 2.057500 0.7840 -0.6884 0.4635
H -5.569657 -0.694504 -2.517119 1.3042 -0.6413 0.7262
H -3.772747 -1.110122 -2.550922 0.5321 -0.5872 -0.4470
H -4.421932 0.490287 -2.241388 0.7392 0.7952 0.3444
C 5.737756 -1.949628 -2.273301 -0.5917 -0.7110 -1.2060
C 4.253329 -1.690887 -2.041356 0.8410 0.6585 -0.6581
O 3.951434 -0.358913 -2.612567 0.9372 -1.9611 -0.5601
C 3.040659 0.345958 -2.038292 0.2255 2.1592 -0.0225
O 2.338263 0.028905 -1.104535 -0.6624 -0.5030 0.1603
O 3.094667 1.596260 -2.562872 -0.2342 -1.0652 0.3667
C 2.110083 2.438190 -1.973351 -1.8458 -1.2957 0.0752
H 6.376670 -1.192648 -1.890446 0.3262 0.6497 0.9868
H 5.988021 -1.909451 -3.344988 -0.3488 -0.4516 0.1695
H 5.995365 -2.940956 -1.866125 0.0167 0.4334 -0.1708
H 4.062967 -1.621197 -1.002424 -0.3545 -0.0090 1.0759
H 3.619727 -2.467710 -2.470176 0.0334 0.3725 -0.1594
H 1.107881 2.014798 -2.217510 0.5330 0.6851 -0.4370
H 2.209280 3.434831 -2.368545 0.2319 0.2060 0.2386
H 2.089601 2.272139 -0.900231 0.6459 0.9457 0.2680
C -3.691132 3.294923 2.062122 0.0317 0.0371 2.4068
C -2.508474 2.427948 1.684925 -0.6441 1.7371 -1.8568
O -1.316455 3.223540 1.545226 -0.3649 0.5529 -0.2411
C -0.659527 3.133998 0.414931 1.1760 -0.0090 -0.3564
O -0.961311 2.463973 -0.571876 0.3099 0.3200 0.7076
O 0.449771 3.905019 0.412741 -1.1000 -1.0045 -0.3232
C 0.808859 4.535499 1.648016 1.0461 0.7767 -1.4755
H -3.938809 3.943289 1.228210 -0.2955 -0.1066 -0.1116
H -3.446247 3.995594 2.948004 -0.5318 -1.2780 -1.1631
H -4.537818 2.574222 2.335688 0.9433 1.3085 -0.3982
H -2.770098 2.092658 0.691258 0.2726 -0.7454 -0.1652
H -2.196989 1.645835 2.292666 -0.0040 -1.2769 1.3613
H 1.530484 5.316626 1.315966 -0.2912 -0.7566 0.6889
H 1.167801 3.813175 2.347081 0.6525 -0.4510 0.3238
H -0.038804 4.983572 2.065633 -1.1603 0.9143 0.6388
```
Forces are in eV/Å.

Calculated values
- energy relative to the best compared isomer or geometry (same formula, charge and spin) (kcal/mol) = 3.0
- HOMO energy (eV) = -9.14
- Kohn-Sham gap (hartree) = 0.35422
- charge = 0
- energy (a.u.) = -3337.77119

[2]
The following is a quantum chemistry calculation of C28H22BF4I2IrN4O3 as an isolated structure, from the Open Molecules 2025 dataset.

XYZ file:
```
65
Properties=species:S:1:pos:R:3:forces:R:3
Ir -1.013910 -0.277385 -0.100734 0.5486 0.1411 -0.1270
I 2.622276 5.125701 3.977512 -0.2945 -0.2712 -0.2238
C 1.318469 3.715640 3.128243 0.4585 0.1977 0.2677
C -0.022146 4.025621 2.962086 -0.2104 0.0915 -0.1012
C -0.849845 3.058692 2.454070 -0.8208 0.1154 -0.0700
I -2.890172 3.396130 2.170773 0.2819 0.2126 0.1041
C -0.405183 1.746998 2.103678 0.3761 0.5271 0.5409
O -1.261200 0.896011 1.712704 -0.0089 -0.4205 -0.6129
C 0.994578 1.487523 2.255640 0.0357 -0.2434 -0.1869
C 1.652551 0.218930 1.765918 0.3790 0.1060 0.0624
N 0.764674 -0.881071 1.410590 -0.4680 -0.0673 0.0118
C 1.451711 -1.993071 0.769121 0.1299 -0.0111 -0.0676
C 0.512652 -2.882741 -0.010208 -0.0711 -0.2849 -0.0719
C 1.016539 -3.956648 -0.733506 -0.0539 0.0487 0.0370
C 0.173769 -4.675995 -1.562561 -0.0512 0.1774 0.2325
C -1.177921 -4.363080 -1.569098 -0.0102 0.1421 0.1463
C -1.614344 -3.315549 -0.776577 -0.2019 -0.3414 -0.1620
N -0.784102 -2.565573 -0.048467 0.3158 -0.1317 0.2678
C 1.815843 2.467544 2.770769 0.0469 -0.2286 -0.0108
H -0.399471 5.004257 3.212479 -0.0597 0.0353 0.0344
H 2.378902 -0.103574 2.529011 -0.0126 0.0328 -0.1407
H 2.213527 0.483203 0.861293 -0.0627 -0.0522 0.1056
H 0.245183 -1.199201 2.226715 0.0366 0.0606 -0.1544
H 2.025365 -2.595043 1.490790 -0.0207 0.0809 -0.1738
H 2.146075 -1.569475 0.037512 0.0735 -0.0032 0.0898
H 2.066715 -4.193628 -0.667611 0.1471 0.0205 -0.0521
H 0.558223 -5.466584 -2.189150 0.0450 -0.0737 -0.0070
H -1.873167 -4.911564 -2.185485 -0.1226 0.0223 -0.0300
H -2.657548 -3.036166 -0.733438 -0.0050 0.0205 -0.1215
H 2.871367 2.263744 2.892616 0.0368 -0.0247 -0.0222
O 1.731950 -0.765186 -3.305240 0.3982 0.1682 0.0731
C 0.529455 -0.771684 -3.319662 0.2867 -0.3060 -0.0266
N -0.256386 -0.879879 -4.447832 -0.1175 0.0761 -0.5011
C -1.666653 -0.827005 -4.122588 -0.2716 -0.0532 -0.1534
C -1.567053 -0.758438 -2.611162 0.8185 -0.2715 -0.7138
O -2.501050 -0.764634 -1.786481 -0.5351 0.3134 0.6592
N -0.311129 -0.795105 -2.217742 -0.6691 0.3368 0.8101
C -2.390115 0.325187 -4.781285 0.0595 0.1849 0.1175
C -3.180698 1.193023 -4.048481 0.0401 -0.0105 0.0259
C -3.868893 2.205232 -4.691977 -0.0722 0.0805 -0.0425
C -3.764461 2.362243 -6.062809 -0.0849 0.1056 0.0593
C -2.953264 1.510025 -6.792361 0.0743 -0.0605 -0.1064
C -2.275233 0.486818 -6.156665 -0.0648 0.0323 0.1389
C -2.409557 -2.115593 -4.447836 0.1596 -0.1951 -0.1251
C -3.706250 -2.294525 -3.978783 0.0122 -0.0505 -0.0475
C -4.377540 -3.475151 -4.239401 -0.0015 0.0124 0.1021
C -3.760276 -4.481496 -4.964047 0.0345 -0.1783 -0.0760
C -2.479269 -4.292431 -5.452555 0.0364 -0.1123 -0.0150
C -1.802749 -3.112190 -5.195507 -0.0175 0.0637 0.0219
H 0.091760 -0.464243 -5.299302 -0.0162 -0.0396 0.1188
H -3.252194 1.083725 -2.977910 -0.0274 0.0468 0.0760
H -4.480060 2.875277 -4.108131 -0.0939 0.1122 0.0252
H -4.314516 3.147155 -6.559738 -0.0040 0.0939 -0.0551
H -2.843939 1.640016 -7.858135 -0.0406 0.0047 -0.1232
H -1.666376 -0.197022 -6.730061 0.0634 -0.0868 -0.1279
H -4.173174 -1.518567 -3.392518 -0.0798 0.0806 0.0019
H -5.379522 -3.618327 -3.864390 -0.1135 0.0024 0.0378
H -4.274140 -5.413732 -5.142868 -0.0863 -0.0786 -0.0669
H -1.987170 -5.064031 -6.026720 -0.0325 -0.1046 -0.0623
H -0.800944 -2.965867 -5.571820 0.0694 0.0020 0.0485
F -1.534551 1.906637 -1.084505 -0.7309 -0.1276 0.1939
B -0.232759 2.393723 -1.418513 -0.0189 -0.1323 0.1518
F 0.625750 1.500675 -0.689411 0.4048 -0.4350 0.4543
F -0.027180 2.268886 -2.752945 0.1418 -0.1098 -0.7421
F -0.059553 3.652657 -0.946872 0.0414 0.7572 0.3046
```
Forces are in eV/Å.

Calculated values
- ⟨S²⟩ = 6.0371
- HOMO energy (spin up / spin down) (eV) = -8.24 / -8.27
- Kohn-Sham gap (spin up / spin down) (hartree) = 0.30524 / 0.19344
- charge = 0
- energy (a.u.) = -2649.14382
- spin multiplicity = 5